The following is a DFT calculation (ωB97M-V/def2-TZVPD) of a molecular structure, C38H33N13PRuTe.

Cartesian coordinates (Å):
Ru (0.03775, 0.16111, -0.22670)
N (-2.26932, 5.23650, 8.41509)
C (-2.08832, 4.69482, 7.41859)
C (-1.86400, 4.01444, 6.17179)
C (-0.77221, 3.16019, 6.03096)
C (-0.56641, 2.50123, 4.83254)
C (-1.44122, 2.69922, 3.76782)
C (-2.52490, 3.55910, 3.90982)
C (-2.74252, 4.21299, 5.10930)
C (-1.18123, 1.97768, 2.48955)
C (-1.45264, 0.61742, 2.49113)
C (-2.17535, -0.07384, 3.50928)
C (-2.38591, -1.35051, 3.05376)
C (-1.76405, -1.41235, 1.78638)
N (-1.20881, -0.25528, 1.43897)
C (-0.67732, 2.74429, 1.42501)
C (-0.46411, 4.14839, 1.44239)
C (0.08689, 4.48263, 0.22327)
C (0.21622, 3.27374, -0.48494)
N (-0.25972, 2.22892, 0.20863)
H (-0.09276, 3.01763, 6.85987)
H (0.27913, 1.83736, 4.70409)
H (-3.20062, 3.70688, 3.07776)
H (-3.58754, 4.87642, 5.23108)
H (-2.50934, 0.35546, 4.43696)
H (-2.90358, -2.15496, 3.54568)
H (-1.69059, -2.28730, 1.15207)
H (-0.67453, 4.80474, 2.26765)
H (0.40032, 5.45466, -0.11627)
H (0.68381, 3.14691, -1.44908)
N (3.32819, 1.03235, -0.84692)
C (2.94469, 0.79153, 0.46476)
N (3.74632, 0.97209, 1.49568)
N (2.99899, 0.63392, 2.55813)
N (1.81610, 0.27886, 2.19254)
N (1.75067, 0.34644, 0.84738)
C (2.45640, 1.12560, -1.88947)
N (2.78801, 1.53189, -3.12556)
N (1.67299, 1.44105, -3.82473)
N (0.71092, 0.97956, -3.07401)
N (1.17560, 0.79921, -1.82233)
H (4.27092, 1.35349, -0.99016)
N (-1.83491, -0.49017, -1.35891)
C (-1.63341, -1.51980, -2.31741)
C (-2.43938, -1.60603, -3.44667)
C (-2.21714, -2.60222, -4.38406)
C (-1.18140, -3.51526, -4.21458)
C (-0.35548, -3.40304, -3.10811)
C (-0.57188, -2.41155, -2.15896)
P (0.52823, -2.01247, -0.78444)
C (2.20858, -2.29421, -1.44799)
C (3.20160, -2.86305, -0.65653)
C (4.50083, -2.96794, -1.13161)
C (4.81753, -2.51702, -2.40284)
C (3.82890, -1.96366, -3.20519)
C (2.53350, -1.85294, -2.73064)
C (0.38794, -3.33304, 0.46108)
C (0.83885, -3.04724, 1.75092)
C (0.74968, -4.00743, 2.74560)
C (0.19213, -5.24788, 2.46901)
C (-0.27292, -5.53097, 1.19371)
C (-0.17289, -4.57779, 0.18992)
H (-2.76016, -0.07827, -1.40702)
H (-1.68779, -0.80640, -0.40065)
H (-3.24989, -0.89977, -3.58074)
H (-2.85648, -2.66489, -5.25387)
H (-1.00677, -4.28749, -4.94951)
H (0.49042, -4.07177, -2.98868)
H (2.97175, -3.21456, 0.34053)
H (5.26521, -3.40099, -0.50138)
H (5.83182, -2.59645, -2.76995)
H (4.06639, -1.60256, -4.19634)
H (1.77002, -1.42187, -3.36651)
H (1.23637, -2.06442, 1.98562)
H (1.10168, -3.77663, 3.74195)
H (0.11257, -5.99162, 3.25007)
H (-0.71525, -6.49443, 0.97762)
H (-0.54465, -4.80526, -0.80021)
C (-1.36883, 1.42809, -5.15270)
Te (-1.56463, 2.16553, -3.18224)
C (-1.74845, 4.19552, -3.80669)
H (-0.60248, 2.00537, -5.66256)
H (-2.32205, 1.50564, -5.66777)
H (-1.05168, 0.39257, -5.07015)
H (-2.60007, 4.27961, -4.47693)
H (-0.83955, 4.50614, -4.31605)
H (-1.90277, 4.79815, -2.91591)

Calculated values
- Calculated total energy: -78475.7035 eV
- Spin multiplicity: 2
- Molecular weight: 931.4 g/mol
- Orbital gap (spin up / spin down): 6.884 / 5.026 eV
- ΔE to the lowest compared entry with this formula, charge and spin: 0.000 eV

---

The following is a DFT calculation (ωB97M-V/def2-TZVPD) of a molecular structure, C16H32BN8OPdS2 in a non-equilibrium geometry.

Cartesian coordinates (Å):
Pd (11.42053, 7.15414, 8.45511)
C (11.81385, 11.26272, 6.70561)
N (11.71467, 11.09465, 8.12156)
C (12.30658, 11.87346, 9.13129)
C (11.95938, 11.37444, 10.33497)
N (11.19966, 10.23765, 10.14702)
B (10.75514, 9.33244, 11.26197)
N (9.35060, 8.63958, 11.07098)
C (8.07872, 9.08956, 11.39627)
C (7.18458, 8.09992, 11.31693)
N (7.94155, 6.91793, 11.10984)
C (7.44245, 5.65484, 10.66481)
C (9.21428, 7.31344, 10.88097)
S (10.47519, 6.17118, 10.42919)
C (11.04775, 10.08090, 8.80692)
S (10.08829, 8.95924, 7.98544)
H (12.52253, 10.51425, 6.26798)
H (12.22822, 12.29031, 6.60435)
H (10.80487, 11.25202, 6.24378)
H (13.08169, 12.61989, 8.92077)
H (12.16440, 11.68912, 11.35290)
H (11.59444, 8.50419, 11.57854)
H (10.75126, 10.07209, 12.23857)
H (8.00782, 10.11146, 11.74508)
H (6.13298, 8.13466, 11.59930)
H (7.67061, 5.45970, 9.62178)
H (6.37136, 5.70885, 10.76004)
H (7.83552, 4.78956, 11.23694)
C (13.24642, 6.75018, 5.72108)
N (13.63168, 5.51800, 6.37931)
C (13.22211, 4.34736, 5.63103)
C (13.97828, 5.56632, 7.70863)
N (13.25785, 6.31812, 8.58826)
N (15.04972, 4.91216, 8.09870)
C (16.28194, 4.91780, 7.25705)
C (15.31924, 4.68528, 9.55188)
H (13.80812, 7.61711, 6.17224)
H (12.15833, 6.86930, 5.94139)
H (13.41950, 6.63899, 4.63998)
H (13.94782, 4.21859, 4.83208)
H (12.18189, 4.48830, 5.29371)
H (13.30159, 3.41450, 6.25845)
H (13.82422, 6.57275, 9.39960)
H (16.09391, 4.49440, 6.27215)
H (16.95317, 4.13571, 7.65141)
H (16.78726, 5.86331, 7.18244)
H (14.38264, 4.73271, 10.10264)
H (16.02907, 5.40486, 9.97881)
H (15.73247, 3.69856, 9.61053)
C (5.52844, 6.84998, 4.44740)
N (5.65626, 7.03381, 5.89116)
C (4.98130, 8.23678, 6.44147)
C (6.34393, 6.20873, 6.70004)
O (6.58586, 6.44886, 7.89197)
H (4.61913, 6.35553, 4.15412)
H (6.33595, 6.12222, 4.12996)
H (5.56178, 7.81656, 3.90720)
H (5.22858, 9.14438, 5.81694)
H (5.31375, 8.44371, 7.43170)
H (3.89564, 8.08202, 6.44384)
H (6.64809, 5.20771, 6.23954)

Calculated values
- Calculated total energy: -56906.4595 eV
- Molecular weight: 533.9 g/mol
- Orbital gap: 3.543 eV
- ΔE to the lowest compared entry with this formula, charge and spin: 0.277 eV
- Net charge: -1

---

The following is a DFT calculation (ωB97M-V/def2-TZVPD) of 5 unconnected molecules or ions with the total composition C27H56F9O6PS4.

Cartesian coordinates (Å):
C (3.61577, -3.16639, 2.15314)
C (2.44772, -4.00641, 1.60469)
C (1.96520, -3.57989, 0.20946)
C (1.05938, -4.63136, -0.47027)
C (-0.14293, -4.00226, -1.17843)
C (0.24132, -3.14196, -2.39710)
C (-0.78744, -2.03487, -2.73282)
C (-0.22987, -0.62171, -2.48385)
P (-0.04924, -0.29852, -0.66474)
C (-1.19494, 1.13123, -0.41971)
C (-2.65362, 0.62750, -0.30062)
C (-3.45407, 1.44578, 0.69252)
F (-3.60120, 2.72294, 0.24665)
F (-2.78308, 1.51317, 1.87493)
C (-4.89028, 0.92463, 1.07475)
F (-5.66215, 1.97161, 1.40237)
F (-4.79141, 0.12265, 2.14480)
C (-5.64660, 0.12776, -0.02119)
F (-5.05395, -1.05870, -0.17841)
F (-5.57380, 0.80261, -1.17724)
C (-7.15014, -0.14116, 0.25423)
F (-7.31351, -0.75636, 1.41319)
F (-7.84785, 0.97988, 0.26927)
F (-7.62001, -0.91385, -0.71033)
C (1.58431, 0.56528, -0.61237)
O (2.09787, 0.40384, 0.70097)
C (3.48962, 0.65589, 0.81416)
C (3.88458, 2.10690, 0.56424)
O (4.18028, 2.30386, -0.80394)
C (4.42288, 3.66391, -1.14028)
C (3.15838, 4.54473, -1.14171)
H (4.37459, -3.80121, 2.62462)
H (3.27628, -2.45644, 2.91448)
H (4.10306, -2.59795, 1.35121)
H (2.71836, -5.07064, 1.57269)
H (1.59420, -3.92104, 2.29054)
H (1.42443, -2.62768, 0.30079)
H (2.84493, -3.38092, -0.41859)
H (1.64072, -5.21730, -1.19379)
H (0.69582, -5.33812, 0.28655)
H (-0.82312, -4.79300, -1.51935)
H (-0.69056, -3.37789, -0.45793)
H (0.37327, -3.80037, -3.26379)
H (1.21585, -2.66919, -2.21573)
H (-1.68465, -2.18778, -2.11747)
H (-1.10536, -2.10054, -3.78216)
H (-0.85888, 0.14687, -2.95396)
H (0.76462, -0.53127, -2.93859)
H (-1.10944, 1.84951, -1.24454)
H (-0.87066, 1.62419, 0.50216)
H (-2.66597, -0.42106, 0.01884)
H (-3.13469, 0.69375, -1.28062)
H (1.48447, 1.63421, -0.86209)
H (2.25302, 0.10668, -1.35694)
H (4.04505, 0.01056, 0.11548)
H (3.75679, 0.37502, 1.83762)
H (4.76187, 2.36230, 1.18464)
H (3.05591, 2.75473, 0.89382)
H (4.86445, 3.63433, -2.14177)
H (5.18231, 4.07245, -0.45351)
H (2.29869, 3.94805, -0.81391)
H (3.25900, 5.40056, -0.46681)
H (2.92721, 4.89694, -2.15088)
C (0.69550, 7.71617, -4.95098)
S (1.73452, 6.33012, -5.42654)
O (2.09476, 5.62219, -4.16883)
C (3.16636, 7.31146, -5.88777)
H (-0.24195, 7.30743, -4.57986)
H (1.19122, 8.28411, -4.16402)
H (0.50457, 8.34245, -5.82240)
H (3.48377, 7.90865, -5.03323)
H (2.91230, 7.94813, -6.73523)
H (3.95672, 6.61988, -6.17176)
C (-0.29984, -0.66641, 5.81161)
S (0.19172, -1.92622, 4.63400)
O (1.65100, -1.74591, 4.39207)
C (-0.66689, -1.19943, 3.23476)
H (0.15858, -0.90602, 6.76936)
H (0.04000, 0.31026, 5.47368)
H (-1.38525, -0.67436, 5.91188)
H (-0.29634, -0.18622, 3.07687)
H (-1.73970, -1.19396, 3.43367)
H (-0.45195, -1.80664, 2.35883)
C (-0.70901, -9.58432, -2.44353)
S (-1.07802, -7.89150, -2.92040)
O (0.10141, -7.07611, -2.53178)
C (-2.33126, -7.61026, -1.66263)
H (0.09772, -9.93381, -3.08440)
H (-0.39000, -9.60200, -1.40162)
H (-1.59270, -10.20516, -2.59147)
H (-1.89335, -7.76841, -0.67710)
H (-3.17102, -8.28502, -1.82948)
H (-2.66477, -6.57875, -1.75766)
C (-1.98185, 4.91006, 5.11386)
S (-1.24048, 3.39765, 4.49002)
O (-0.74006, 2.64449, 5.67224)
C (0.19430, 4.17419, 3.73820)
H (-2.87781, 4.63080, 5.66423)
H (-1.27761, 5.41079, 5.77811)
H (-2.25026, 5.55156, 4.27455)
H (0.74376, 4.72955, 4.49815)
H (-0.13071, 4.83244, 2.93216)
H (0.81977, 3.37959, 3.33511)

Calculated values
- Calculated total energy: -118276.0003 eV
- Molecular weight: 807.0 g/mol
- Orbital gap: 8.806 eV

---

calculated total energy of number 1 (C38H33N13PRuTe)? -78475.7035 eV